Entry 1:
The following is a quantum chemistry calculation of a cluster of 10 separate species, C5H28NO10S in total at a distorted geometry, from the Open Molecules 2025 dataset.

The energy relative to the best compared isomer or geometry (same formula, charge and spin) comes out at 85.2 kcal/mol. The calculation puts the largest force on an atom at 0.1108 Eh/bohr. Its HOMO-LUMO gap (alpha / beta) is 0.3670 / 0.2569 Eh.

```
! RIJCOSX wB97M-V def2-TZVPD def2/J DEFGRID3
* xyz 0 2
C -0.75371 3.02025 1.11125
C 0.15248 3.54424 0.04584
S 1.91398 3.18215 0.35363
C -0.61336 1.49158 1.52574
N -1.04180 0.46747 0.70710
C -1.05757 0.67436 -0.81702
C -1.01528 -0.89009 1.15494
O -0.26486 1.22423 2.65860
H -1.76662 3.18921 1.05517
H -0.60984 3.45969 2.09734
H -0.24334 3.43416 -0.97791
H 0.06062 4.68991 0.08327
H 0.04264 0.93032 -1.13154
H -0.72628 -0.38475 -1.22746
H -1.84282 1.32583 -1.17294
H -0.94422 -1.66698 0.39797
H -1.95726 -1.23607 1.55862
H -0.20716 -1.01809 2.02790
H 3.73416 -0.25557 3.30138
H 2.22446 -0.20476 3.12353
O 2.92386 -0.87436 3.17670
H -2.36629 1.32014 3.53946
H -1.84735 -0.14556 3.36729
O -2.55491 0.40287 3.71243
H 2.49147 -3.00124 -1.70022
H 1.60329 -1.79193 -2.40415
O 1.99220 -2.66165 -2.52532
H -3.56315 0.38008 1.21071
H -3.48318 1.05730 -0.11450
O -4.05946 0.56236 0.40443
H 2.38746 1.35968 -1.43177
H 1.62458 0.32951 -2.19134
O 2.46095 0.35523 -1.63978
H -2.36169 -2.81000 -0.68734
H -3.32723 -1.77160 0.21331
O -2.94564 -2.72027 0.13009
H 0.19644 -3.38537 -2.50337
H -1.14463 -2.80609 -3.36556
O -0.35423 -2.46626 -2.69354
H 3.58915 -1.21215 0.96355
H 2.79669 -2.43420 1.08354
O 3.72013 -2.18785 0.71885
H 2.79904 0.22860 -3.83361
H 2.16991 -0.85571 -4.77734
O 2.16838 0.15139 -4.52796
*
```

---

Entry 2:
The following is a quantum chemistry calculation of the molecule CH3N3S at a distorted geometry, from the Open Molecules 2025 dataset.

The energy relative to the best compared isomer or geometry (same formula, charge and spin) comes out at 36.7 kcal/mol. The calculation puts the largest force on an atom at 0.1351 Eh/bohr. Its HOMO-LUMO gap (alpha / beta) is 0.3007 / 0.3007 Eh. The SMILES is C1N=NSN1.

```
! RIJCOSX wB97M-V def2-TZVPD def2/J DEFGRID3
* xyz 0 1
C 0.52518 -0.35520 0.45070
N 0.41711 1.00703 1.00431
N -0.31489 1.82213 0.06763
S -0.89275 1.03404 -1.18773
N -0.32969 -0.54170 -0.73432
H 1.58427 -0.66592 0.01248
H 0.18379 -1.22329 1.15960
H -1.17301 -1.07708 -0.77265
*
```

---

Entry 3:
The following is a quantum chemistry calculation of a cluster of 12 separate species, C44H58F30O28S2 in total at a distorted geometry, from the Open Molecules 2025 dataset.

The calculation puts the largest force on an atom at 0.1055 Eh/bohr. Its HOMO-LUMO gap (alpha / beta) is 0.0741 / 0.2463 Eh.

```
! RIJCOSX wB97M-V def2-TZVPD def2/J DEFGRID3
* xyz -1 2
C -16.42762 -19.99688 7.47589
C -17.84814 -20.07469 8.03171
O -18.32709 -21.36778 8.26487
C -17.97808 -22.00656 9.44773
O -17.36727 -21.35301 10.29824
C -18.26271 -23.52914 9.64157
F -18.94421 -23.71776 10.72523
F -18.92097 -23.95877 8.63243
F -17.16240 -24.19113 9.84493
H -16.15354 -20.83723 6.83809
H -15.63021 -20.02944 8.21831
H -16.36135 -19.07292 6.90143
H -18.56696 -19.48741 7.46031
H -17.89348 -19.68214 9.04756
C -18.63318 -15.95653 8.96882
C -17.21928 -16.28885 8.38065
O -16.60549 -15.02289 8.17115
C -15.38948 -14.63567 8.79841
O -14.85348 -15.41961 9.60647
C -14.81297 -13.20300 8.44506
F -14.82338 -12.44949 9.55892
F -13.53237 -13.34077 8.06391
F -15.42821 -12.53958 7.50505
H -18.68879 -15.15950 9.71029
H -19.02159 -16.81734 9.51308
H -19.29867 -15.70717 8.14235
H -17.30807 -16.95907 7.52565
H -16.71602 -16.86603 9.15633
C -16.06354 -10.60966 13.43497
C -15.21751 -11.03309 12.25831
O -15.76113 -10.39793 11.09530
C -15.22023 -9.20611 10.67738
O -14.47163 -8.55823 11.39229
C -15.60474 -8.72294 9.23351
F -14.56242 -8.56728 8.39763
F -16.36672 -9.61480 8.70332
F -16.28044 -7.54521 9.21058
H -16.58989 -9.67231 13.25486
H -15.40099 -10.66845 14.29849
H -16.79448 -11.35498 13.74854
H -15.34677 -12.11087 12.15938
H -14.15237 -10.83110 12.37133
C -11.90800 -15.76109 6.88125
C -10.84380 -16.69841 7.43996
O -10.99671 -17.94728 6.77900
C -11.88501 -18.87765 7.23990
O -12.79874 -18.62105 8.08421
C -11.84643 -20.22725 6.40782
F -10.86621 -21.04995 6.73953
F -13.01449 -20.87358 6.47606
F -11.59887 -19.86520 5.11338
H -12.92704 -16.12399 7.01533
H -11.67149 -15.69019 5.81958
H -11.57664 -14.86160 7.40011
H -10.95001 -16.87502 8.51030
H -9.84546 -16.35648 7.16700
C -12.22842 -14.11628 12.01047
C -12.19414 -14.42385 13.60148
O -12.80221 -13.32813 14.24724
C -13.00104 -13.43131 15.64991
O -12.76434 -14.45419 16.28338
C -13.50464 -12.14364 16.33118
F -14.73977 -12.32839 16.76077
F -12.83152 -11.77880 17.35197
F -13.41221 -11.12069 15.47965
H -11.75909 -13.17848 11.71318
H -13.28033 -14.11062 11.72491
H -11.69143 -14.83179 11.38774
H -11.14388 -14.59510 13.83752
H -12.77344 -15.34532 13.66002
C -11.67006 -10.64011 6.45729
C -11.73498 -9.11543 6.49794
O -11.72060 -8.60666 5.12377
C -11.47171 -7.37152 4.85972
O -11.44979 -6.46744 5.72052
C -11.15793 -7.11438 3.37799
F -9.85438 -7.22570 3.20674
F -11.85245 -7.98681 2.63566
F -11.36667 -5.87322 2.99685
H -10.75475 -10.95282 5.95479
H -12.56719 -11.12292 6.06979
H -11.76792 -11.03525 7.46843
H -10.75219 -8.87612 6.90410
H -12.48126 -8.76209 7.20948
C -18.46165 -19.52789 13.96867
C -19.18620 -18.16909 14.07137
O -18.34900 -17.10513 14.19992
C -17.53283 -16.64318 13.16417
O -17.52049 -17.11977 12.01225
C -16.75543 -15.37357 13.58765
F -17.04096 -14.39649 12.74675
F -17.11856 -14.82506 14.72854
F -15.46572 -15.54210 13.61599
H -19.26189 -20.26437 14.04140
H -17.78950 -19.85416 14.76231
H -17.98041 -19.83131 13.03891
H -19.89880 -18.12941 14.89522
H -19.82419 -18.06763 13.19343
C -22.28582 -15.22009 10.36212
C -23.34773 -14.33803 11.01130
O -23.30686 -14.31687 12.43228
C -22.58317 -13.44032 13.14601
O -21.99915 -12.47314 12.59686
C -22.74254 -13.60674 14.63803
F -23.72086 -14.52970 14.95294
F -21.67428 -14.22452 15.21292
F -22.91330 -12.40644 15.26311
H -22.32360 -16.23100 10.76800
H -21.43420 -14.62159 10.68557
H -22.39031 -15.45885 9.30374
H -24.28609 -14.85065 10.79967
H -23.54948 -13.35485 10.58615
C -6.21030 -10.46273 10.10915
C -7.52334 -9.81067 9.62153
O -8.44619 -10.83217 9.13316
C -9.11161 -11.58235 10.05129
O -9.00733 -11.46104 11.24599
C -9.96934 -12.74312 9.35128
F -9.85832 -12.83891 8.07017
F -9.69735 -13.91145 9.94479
F -11.26631 -12.40628 9.65219
H -5.77101 -11.10031 9.34194
H -6.20698 -11.02458 11.04318
H -5.52148 -9.63429 10.27447
H -7.36488 -9.07336 8.83453
H -7.90277 -9.13789 10.39062
C -20.14353 -23.30363 5.47335
C -18.95182 -22.34650 5.05855
O -19.39631 -21.03551 5.18957
C -18.81709 -20.00068 4.45548
O -17.94277 -20.21705 3.57844
C -19.51035 -18.63555 4.60802
F -18.59622 -17.73937 4.98667
F -19.91808 -18.26279 3.41903
F -20.51618 -18.59320 5.46496
H -20.61130 -22.89545 6.36928
H -19.95789 -24.36536 5.63581
H -20.84692 -23.33194 4.64117
H -18.78709 -22.56969 4.00443
H -17.99529 -22.43311 5.57395
C -14.53188 -18.54517 11.06696
C -15.11330 -19.80638 11.69581
O -14.46699 -19.84442 12.99578
S -13.11009 -18.87470 13.15701
O -12.00721 -19.62619 12.59120
O -13.02745 -18.27894 14.49416
O -13.82490 -17.85145 12.10830
H -15.30417 -17.86725 10.70352
H -13.93277 -18.86086 10.21284
H -14.86040 -20.72244 11.16200
H -16.19668 -19.80649 11.81574
C -20.65072 -11.79912 8.41386
C -19.35246 -12.04765 9.04784
O -18.56900 -12.81012 8.15675
S -18.79841 -12.18290 6.65949
O -18.75053 -13.22935 5.61499
O -18.06510 -10.89950 6.59854
O -20.39383 -11.88922 6.97952
H -21.11323 -10.82967 8.59925
H -21.23051 -12.58856 8.89209
H -19.47551 -12.58953 9.98557
H -18.77568 -11.14278 9.23918
*
```

---

Question: Look up the largest force on an atom of the second one.
Answer: 0.1351 Eh/bohr

---

Question: Look up the largest force on an atom of the second one.
Answer: 0.1351 Eh/bohr

---

Question: Which formula does entry 2 have?
Answer: CH3N3S